[1]
Formula: C4H11N3O2
Source: the Open Molecules 2025 dataset
Level of theory: the ωB97M-V functional and the def2-TZVPD basis

Each line ends with the Mulliken charge.
CARTESIAN COORDINATES (ANGSTROEM)
C1 -0.0734 2.9622 -0.4992  -0.90
C2 -0.4628 1.7365 -1.2767  0.67
O1 -0.2044 2.0291 -2.6124  -0.49
O2 -0.9600 0.7196 -0.9174  -0.50
H1 0.1565 3.7134 -1.2402  0.33
H2 0.8562 2.8140 0.0873  0.24
H3 -0.8030 3.2716 0.2334  0.29
C3 -1.3657 -2.1690 0.2490  -0.84
C4 0.8941 -1.3309 0.7431  0.53
N1 1.3699 -1.0302 -0.3999  -0.73
N2 -0.2691 -1.9518 1.2398  -0.27
N3 1.4968 -0.7304 1.8694  -0.52
H4 0.7433 -1.3252 -1.1412  0.28
H5 0.2348 1.3444 -3.1316  0.32
H6 -0.5308 -1.6764 2.1652  0.28
H7 1.4759 -1.1833 2.7715  0.19
H8 2.4103 -0.3478 1.6833  0.24
H9 -1.2960 -1.5334 -0.6291  0.24
H10 -2.3128 -2.1000 0.7670  0.33
H11 -1.3600 -3.2122 0.0387  0.30

Atomic forces in eV per Å
C 0.751 -0.125 0.515
C 0.358 0.644 -0.988
O 0.403 0.132 0.173
O -0.071 -0.207 0.239
H -0.196 0.466 0.182
H -0.405 -0.383 -0.451
H -0.440 0.045 -0.025
C 0.536 -0.527 1.716
C -0.500 1.446 2.803
N -0.570 -0.860 -0.024
N 0.028 -0.133 -3.025
N 0.974 0.203 -0.134
H 0.044 -0.140 -0.085
H -0.499 -0.480 0.338
H -0.097 0.320 -0.038
H -0.171 -0.284 -0.282
H 0.017 -0.024 -0.155
H -0.099 0.008 0.215
H -0.302 0.781 0.022
H 0.237 -0.882 -0.995

Results
LUMO (Eh): 0.031
SMILES: [H]/N=C(/N)NC.CC(=O)O
HOMO energy (eV): -8.851

=====

[2]
Formula: C38H12F18GeMoN5O4S
Source: the Open Molecules 2025 dataset
Level of theory: the ωB97M-V functional and the def2-TZVPD basis

Each line ends with the Mulliken charge.
CARTESIAN COORDINATES (ANGSTROEM)
Mo1 -0.4574 1.3465 0.7495  -1.64
C1 3.5271 0.0246 1.1126  -0.79
C2 4.1520 1.0815 0.4501  -0.35
C3 3.5575 2.3180 0.4672  -0.39
C4 2.3033 2.4722 1.0387  0.57
N1 1.5920 1.4034 1.5036  0.17
C5 2.2781 0.2229 1.6163  -0.53
N2 1.8633 3.7852 1.2058  -0.56
C6 0.6717 4.0754 1.4996  -0.21
N3 -0.4401 3.1982 1.4561  0.68
C7 -1.5171 3.7945 2.1261  0.20
N4 -2.5654 3.2162 2.5586  -0.50
C8 -2.6997 1.8407 2.7142  0.51
C9 -3.9141 1.3881 3.2168  -0.55
C10 -4.0479 0.0862 3.6308  -0.42
C11 -2.9391 -0.7578 3.5909  -0.93
C12 -1.7875 -0.2908 3.0278  -0.18
N5 -1.6630 0.9685 2.5233  0.32
C13 -1.1461 5.1979 2.3824  0.10
C14 -1.8562 6.2014 3.0053  -0.33
C15 -1.1973 7.4083 3.2112  -0.60
C16 0.1297 7.5850 2.8156  -0.59
C17 0.8427 6.5555 2.2124  -0.31
C18 0.1760 5.3672 2.0063  0.45
H1 3.9979 -0.9438 1.2204  0.54
H2 5.1130 0.9422 -0.0297  0.47
H3 4.0284 3.2004 0.0555  0.52
H4 1.7634 -0.5683 2.1284  0.78
H5 -4.7147 2.1090 3.2956  0.53
H6 -4.9970 -0.2715 4.0088  0.45
H7 -2.9738 -1.7706 3.9673  0.51
H8 -0.9240 -0.9283 2.9313  0.70
H9 -2.8837 6.0545 3.3157  0.52
H10 -1.7205 8.2241 3.6934  0.42
H11 0.6144 8.5371 2.9922  0.42
H12 1.8786 6.6745 1.9212  0.53
O1 -1.9483 1.5136 -0.0997  0.29
O2 -3.0035 1.6621 -0.7103  -0.54
F1 -0.8586 -5.0783 -2.5825  -0.32
C19 -1.1526 -5.1876 -1.2816  0.09
C20 -0.8197 -4.1738 -0.3930  -0.45
C21 -1.1213 -4.4034 0.9398  0.01
F2 -0.8149 -3.5145 1.8997  -0.24
C22 -1.7452 -5.5563 1.3673  0.12
F3 -2.0372 -5.7334 2.6536  -0.29
C23 -2.0656 -6.5356 0.4509  0.75
F4 -2.6550 -7.6496 0.8526  -0.28
C24 -1.7645 -6.3564 -0.8838  0.19
F5 -2.0591 -7.3059 -1.7619  -0.28
Ge1 0.0508 -2.5940 -1.1050  0.82
S1 -0.2660 -0.9666 0.3786  0.55
C25 -0.7762 -2.1118 -2.7657  -0.16
C26 -0.1110 -2.0548 -3.9782  0.41
F6 1.2022 -2.3051 -4.0599  -0.37
C27 -0.7644 -1.7439 -5.1500  0.37
F7 -0.1134 -1.6994 -6.3069  -0.31
C28 -2.1184 -1.4785 -5.1162  0.70
F8 -2.7576 -1.1828 -6.2368  -0.30
C29 -2.8128 -1.5246 -3.9245  0.39
F9 -4.1172 -1.2720 -3.9105  -0.31
C30 -2.1345 -1.8400 -2.7697  0.21
F10 -2.8395 -1.8835 -1.6315  -0.46
C31 1.9675 -2.8446 -1.1843  0.13
C32 2.7776 -1.7836 -1.5558  0.01
F11 2.2414 -0.5866 -1.8033  0.07
C33 4.1432 -1.8909 -1.6676  -0.28
F12 4.8900 -0.8404 -2.0067  -0.36
C34 4.7432 -3.1057 -1.4016  0.65
F13 6.0573 -3.2260 -1.5011  -0.30
C35 3.9784 -4.1862 -1.0163  0.05
F14 4.5663 -5.3441 -0.7452  -0.29
C36 2.6077 -4.0459 -0.9072  0.66
F15 1.9333 -5.1300 -0.5196  -0.27
F16 2.4056 2.4575 -2.7559  -0.19
C37 1.1356 2.3327 -3.1664  0.68
F17 0.6125 3.5631 -3.2770  -0.26
F18 1.1338 1.7582 -4.3558  -0.22
C38 0.2879 1.5214 -2.1708  0.24
O3 -0.4930 0.7121 -2.5495  -0.27
O4 0.5712 1.8670 -0.9121  -0.12

Atomic forces in eV per Å
Mo 0.148 -0.932 -1.656
C 0.266 -0.030 0.011
C 0.191 -0.007 -0.041
C 0.223 0.076 -0.079
C -0.337 0.282 0.358
N 0.978 -0.083 -0.081
C -0.438 0.451 0.125
N 0.463 -0.538 -0.252
C -0.896 -0.012 0.145
N 0.373 0.082 0.520
C 0.444 0.155 -0.324
N -0.228 -0.514 0.014
C 0.484 0.186 -0.011
C -0.182 0.111 0.094
C -0.092 -0.105 0.037
C -0.136 -0.058 0.128
C 0.181 0.404 -0.085
N -0.375 -0.105 0.184
C -0.235 -0.185 0.019
C -0.135 0.172 0.044
C 0.013 0.027 -0.015
C -0.036 0.022 0.019
C 0.112 0.155 0.015
C 0.186 -0.184 -0.152
H 0.001 0.065 0.022
H -0.035 0.015 0.045
H 0.013 -0.061 0.044
H -0.167 -0.144 -0.028
H -0.011 -0.023 0.021
H 0.031 0.026 0.022
H -0.024 0.026 -0.035
H 0.049 -0.026 -0.059
H 0.081 -0.006 -0.014
H 0.026 -0.013 -0.032
H -0.033 -0.039 -0.004
H -0.045 -0.010 0.020
O -0.491 0.119 0.247
O -0.145 0.033 -0.172
F 0.117 0.179 -0.014
C 0.009 -0.002 -0.030
C -0.066 -0.064 0.083
C -0.018 0.048 0.079
F 0.072 0.131 -0.133
C -0.055 -0.038 0.203
F 0.037 0.038 -0.034
C -0.151 -0.293 0.078
F 0.012 0.036 -0.006
C -0.072 -0.159 -0.112
F 0.015 0.043 -0.001
Ge -0.130 -0.207 -0.094
S 0.155 0.792 0.477
C -0.049 -0.051 -0.105
C 0.063 -0.011 0.044
F 0.017 -0.027 0.155
C 0.087 0.036 -0.219
F 0.018 -0.002 0.063
C -0.145 0.088 -0.312
F 0.018 0.002 0.027
C -0.215 0.053 0.009
F 0.032 -0.001 0.051
C -0.012 -0.049 -0.047
F 0.127 -0.035 0.158
C 0.159 -0.060 0.021
C 0.002 -0.056 0.044
F -0.284 0.201 -0.104
C 0.160 0.129 -0.070
F -0.051 -0.024 -0.003
C 0.372 -0.007 -0.034
F -0.044 0.004 0.012
C 0.075 -0.192 0.065
F -0.047 0.006 -0.011
C -0.007 0.010 0.001
F -0.178 0.057 -0.036
F -0.088 -0.029 0.021
C 0.216 0.259 0.037
F 0.029 -0.022 0.007
F -0.008 -0.066 -0.166
C 0.760 0.724 0.782
O -0.622 -0.423 0.048
O -0.536 -0.351 -0.026

Results
Total charge: +1
LUMO (alpha / beta) (Eh): -0.219 / -0.219
HOMO energy (alpha / beta) (eV): -11.760 / -11.760

=====

Electronic energy
In order: -12891.51322; -173352.82176
Unit: eV
Energy relative to the best compared isomer or geometry (same formula, charge and spin)
In order: 127.0; 82.9
Unit: kJ/mol